No. 1
Molecular formula: C42H111N7O14
Method: DFT, ωB97M-V/def2-TZVPD

The geometry in XYZ format:
```
174
Properties=species:S:1:pos:R:3:forces:R:3
H -0.4382 -0.4658 -3.3201 0.8 -0.1 -0.5
H 2.6881 -2.9462 -2.5858 0.6 0.0 0.3
C 4.1574 1.1711 -1.3485 0.5 -0.9 -1.4
C 2.4227 -2.6088 4.4999 -1.7 -0.6 0.3
H 7.6975 -1.5089 -3.7763 -0.4 0.6 0.0
H -1.6342 9.4189 4.6259 0.6 0.3 0.2
C -1.9637 5.5307 2.4948 0.1 0.0 0.4
H -0.1024 8.9624 3.7068 0.0 0.3 0.1
C -1.1916 8.9508 3.7466 -1.1 -0.6 -0.3
H 4.0519 1.6865 1.7502 -0.2 -0.1 -0.2
H -4.3408 -5.0690 1.2072 -0.4 -0.9 -0.2
C 5.7309 -2.5857 0.5375 0.4 0.6 -1.1
H -0.7153 1.1137 -2.6211 0.0 -0.3 0.5
O 4.4165 0.2056 -2.4632 1.4 1.7 1.1
H 1.1246 -0.2498 -0.0465 0.2 -0.4 -0.7
H -1.6242 9.4737 2.8937 0.2 0.2 -0.2
H -2.6310 2.3871 -1.4535 0.4 0.1 0.4
H 2.5004 2.9706 -5.1359 -0.8 0.2 0.0
C 0.8845 4.0353 -0.4850 0.7 -0.7 -1.7
H -0.1484 0.6797 5.3368 0.0 -0.2 -0.9
H -3.7373 -1.0680 -6.4938 0.7 0.0 0.0
H -7.1562 -4.2076 0.3619 -0.3 -0.1 -0.1
O -0.7805 -1.3241 5.6331 -0.3 -0.4 -0.8
H -5.2782 1.9302 2.4010 0.6 -0.2 0.2
N 6.8373 -1.1428 2.2798 -0.5 0.5 -1.3
C 5.8781 -2.4386 -3.1818 1.9 0.5 0.8
H -4.2102 -0.0128 -5.1651 -0.6 -0.1 -0.2
H 2.5360 -2.8674 3.4471 0.1 -0.4 0.1
C -5.9994 -2.7791 -0.7218 -0.8 1.6 0.7
C -2.2924 -5.5077 0.6866 -0.7 2.6 -0.7
H -1.6635 -3.2976 0.5807 -0.6 -0.1 0.8
H -3.4476 -6.0908 2.4409 -0.3 0.1 0.0
C -2.6025 0.3522 -0.4383 0.4 3.1 0.3
H -0.3449 3.5677 3.4231 0.3 -0.8 0.2
H -2.9427 0.2643 -3.2535 0.3 0.0 0.1
H -1.6881 -7.0306 1.5797 0.9 -0.7 0.4
H -1.6876 7.4472 1.6748 0.1 0.3 0.0
H 5.4185 -3.5969 -4.8185 0.4 0.2 -0.5
H -0.6916 1.2597 0.1460 0.4 -0.1 -0.1
C 1.4993 1.2042 -4.0891 1.1 0.2 -1.0
H -2.3865 4.9700 3.3285 0.3 0.5 1.1
N -0.5454 5.2021 2.2591 -1.3 0.2 -1.2
C 3.4738 -1.0118 6.8364 -1.0 0.2 0.4
C 3.3982 1.6961 -7.2720 0.5 -0.5 0.3
C -1.8851 -4.1649 -0.0411 0.9 0.2 1.0
H 1.7140 0.1360 -4.0571 0.2 -0.4 -0.8
O -1.6564 7.6165 3.7847 -0.5 -1.3 -1.1
H -6.8689 1.7178 4.5625 0.1 0.4 0.1
H -6.8097 1.6658 -3.5672 0.2 -0.8 -0.1
O -2.8029 -3.7084 -1.0053 0.5 -1.5 -0.6
H -5.1173 2.1265 4.7297 -0.2 0.0 0.6
H 6.5822 0.7302 -2.5285 -0.2 -0.6 0.9
O -6.4113 -1.5991 0.1469 0.2 -2.3 -0.8
H 5.9320 -0.3503 0.5941 -0.1 -0.5 -0.6
H -3.3592 -4.3033 2.2038 1.0 -0.1 0.6
H 1.7530 -2.6523 -3.9705 0.0 -0.2 -0.4
C -5.5843 1.0560 2.9755 -0.7 -1.6 0.8
H 3.6381 -0.7837 1.1961 -0.2 -0.4 -0.2
C -0.9650 0.0746 5.7306 -0.2 0.1 1.0
H 3.6382 1.8710 -4.5827 -0.1 -0.7 0.7
H -1.1480 3.1519 1.9520 -0.2 0.4 -0.4
H 0.1118 -3.7287 3.3555 0.3 0.9 -0.6
H -0.1361 4.4165 -0.5201 0.1 0.2 0.7
C 3.6648 -2.8260 5.2865 1.6 0.9 -0.5
C 5.6787 0.5908 -3.1220 -1.4 0.7 -1.3
O 1.1608 2.9759 0.4077 -1.0 0.8 -0.6
H 2.5555 -0.6328 6.3879 -0.2 0.2 0.0
H -6.5325 0.7662 2.5227 0.0 -0.4 -0.2
H 1.7208 1.3753 -3.0356 -0.6 1.0 0.2
C 4.3711 -1.0261 1.9655 1.0 1.1 -0.2
H -5.8506 -2.3373 -1.7071 -0.1 -0.3 -0.2
H -3.9195 3.6180 -4.5061 -0.1 -0.1 0.2
N 1.2588 -3.3374 5.0826 0.2 1.1 -1.2
O 4.2525 -0.0100 2.9781 0.9 0.5 -0.1
H 4.1391 -3.8065 5.3302 -0.8 -0.4 -0.2
H 3.2437 0.8654 -0.8388 0.4 -0.3 0.2
H -5.3786 3.1940 -2.4699 0.6 0.8 0.1
C 2.6146 1.9016 -4.9560 -0.8 -1.0 -1.2
N -3.6170 -0.4442 0.1547 -0.4 -1.7 0.5
C -2.6538 -4.4864 -2.1933 -0.6 0.7 -0.6
C -2.1598 0.5317 -3.9632 -0.7 0.5 -3.0
H -0.2282 1.2048 -5.3878 1.0 -0.2 -0.5
H -3.2659 7.2680 2.4365 -0.1 0.0 0.3
H -5.7818 0.4915 5.1032 0.3 -0.1 -0.2
H -3.8035 2.2145 -0.0875 0.2 0.1 0.1
H -0.6973 -3.7745 4.7687 -0.2 -0.2 0.4
H 4.4421 1.6852 -6.9587 0.4 0.0 0.0
H 5.6510 -3.5434 1.0517 0.5 0.5 1.2
C -4.9702 3.9072 -4.5301 -0.8 0.5 0.6
H -1.7311 -4.3299 -2.7520 0.5 0.6 0.3
O -0.7901 -0.8349 0.4950 0.8 0.5 0.5
H 1.6749 4.7858 -0.4937 -0.3 0.6 0.8
C 2.6724 -3.1468 -3.6571 -1.2 0.6 -0.1
C 5.7722 -1.2138 1.2397 -1.5 -0.4 3.2
O -5.9178 1.9037 -3.8309 -0.8 -3.4 -1.0
H -0.8949 -4.2494 -0.4887 0.3 -0.7 -0.5
H -5.0567 4.9795 -4.3544 0.2 0.1 -0.3
N 0.0818 1.4692 -4.4637 -0.2 -1.7 2.0
H -0.0787 -1.0536 3.7457 0.1 0.4 -0.2
H -1.9523 0.3542 5.3628 0.1 0.3 -0.4
H -2.6854 -6.0747 -0.1573 -0.3 -0.5 0.1
H -3.4461 -4.1371 -2.8554 -0.1 -0.4 0.0
H 3.9953 2.2046 -1.6545 -0.1 0.0 -0.8
C -0.7504 0.5519 -3.5544 0.8 1.7 1.0
C -0.7092 -1.7706 4.2715 2.7 0.0 -0.4
H -0.5069 -6.3600 0.6218 0.3 -0.5 0.1
H 1.0486 3.6153 -1.4773 -0.2 -0.4 -0.2
H 3.2921 1.0119 -8.1138 0.0 0.0 0.0
H 5.6979 1.4044 2.3101 0.2 -0.4 -0.1
C 0.6480 -0.9246 0.6646 -1.5 1.0 -0.1
O -2.2311 -0.2945 -5.1582 0.0 -1.0 -0.5
O 3.6058 -2.3812 6.6075 0.1 -0.6 0.9
H 4.7938 -4.2363 -3.4596 -1.0 0.1 0.7
O 2.6006 1.1850 -6.2362 -0.6 0.7 0.6
C -7.1566 -3.7663 -0.6348 0.0 0.8 -0.4
H -7.1847 -4.5261 -1.4158 0.6 -0.2 0.1
H -2.2680 1.5373 -4.3696 -0.9 0.5 0.5
H 7.6625 -1.6257 1.9542 0.0 -0.2 0.7
H 4.2721 -0.3535 6.4937 0.5 -0.3 -0.2
H -2.6664 -5.5699 -2.0750 -0.5 -0.1 0.4
H -1.6024 -1.8146 3.6483 -0.6 -0.1 0.7
O 3.7595 -2.6242 -4.3839 -1.3 -0.1 0.8
O -4.5992 -0.0021 2.8473 0.5 1.1 -0.7
H -1.6442 0.7863 1.5434 -0.2 -0.1 0.2
H -2.1756 -0.1039 -1.3316 -0.2 -0.4 0.1
H -2.6203 5.0395 1.7767 0.3 0.5 -1.1
C -1.3714 0.4982 0.5281 -0.3 -0.6 -1.4
H 1.3435 2.3987 2.2091 -0.1 0.0 0.7
C -3.4001 -5.2775 1.7167 -0.5 0.9 -0.8
H -0.9295 0.3583 6.7825 -0.3 -0.4 0.3
H -4.7979 -0.8332 3.2848 -0.7 0.3 0.2
H 2.2046 -1.5409 4.4882 0.2 0.3 -0.1
H 5.0705 1.2380 -0.7571 -0.2 -0.4 0.6
H -4.0494 -0.0534 0.9796 -0.2 1.3 0.0
H 0.8798 -1.9832 0.5481 0.3 0.2 0.0
C 4.6471 1.3261 2.5892 0.0 -0.5 -0.3
H 3.1975 2.7049 -7.6327 -0.5 0.3 0.3
H 4.5314 2.0441 3.4011 -0.4 -0.5 0.3
H 4.1384 -1.9539 2.4881 -0.1 0.1 -0.2
H 5.5028 1.5843 -3.5344 -0.1 0.5 0.0
H 3.3642 -0.9433 7.9187 0.1 0.3 0.0
H 6.5379 -1.2976 3.2319 0.1 -0.4 -0.2
C 1.0196 3.3347 1.7539 0.2 -0.9 1.2
H 0.0410 5.6644 2.9391 -0.1 0.1 0.2
H -8.0596 -3.1925 -0.8430 -0.2 0.0 0.5
H 1.0640 -2.8515 5.9463 0.0 -0.2 0.5
C 5.9978 -0.2854 -4.3574 1.1 0.5 1.9
H -3.0943 -1.1243 0.6878 0.1 -1.2 -0.4
H 4.4059 -2.2034 4.7854 0.5 0.2 -0.3
H -4.0381 1.4519 -1.6472 -0.3 -0.2 0.1
H 1.7791 4.0722 2.0137 0.1 0.4 0.1
H 6.5607 -3.1918 -2.7883 0.3 0.0 0.1
H 2.6141 -4.2251 -3.8057 -0.2 -0.1 0.0
C -2.2059 7.0369 2.5414 0.8 -0.1 0.7
C -5.8441 1.3633 4.4519 0.1 0.5 -0.6
C -0.3403 3.7654 2.3512 1.1 0.0 0.1
C -3.2848 1.7106 -0.9030 0.5 -1.2 -0.1
N -1.1942 -6.1828 1.3403 -0.3 0.4 -0.2
C 0.0373 -3.1416 4.2709 -1.4 -1.1 1.4
H 0.9929 -0.4938 1.6046 -0.2 -0.4 0.6
H -5.0591 -3.2603 -0.4528 0.0 0.4 0.5
C 4.8921 -3.2565 -3.9268 2.1 -0.8 -1.9
H 6.6765 -2.5429 -0.0030 0.0 -0.8 -0.5
H 5.4593 -1.9704 -2.2910 -0.3 0.2 -0.1
H -3.4386 0.7392 -6.5075 0.1 -0.1 -0.5
H 6.7167 0.2540 -4.9741 -0.4 0.4 -0.3
H 4.9100 -2.7365 -0.1636 0.0 0.8 -0.5
H 5.0403 -0.4288 -4.8582 0.2 -0.6 -0.3
H -5.6565 -1.0089 0.2057 0.6 0.0 -0.3
H -5.3780 3.6333 -5.5031 0.0 0.2 -0.1
N 6.7077 -1.4860 -3.9761 -2.1 -2.0 -0.3
C -5.8092 3.2012 -3.4712 0.6 1.5 1.1
C -3.4489 -0.1830 -5.9265 0.1 1.0 2.2
H -6.8331 3.5264 -3.2869 0.0 1.2 -0.5
```
Forces are in eV/Å.

The HOMO energy (alpha / beta) comes out at 0.66 / -6.51 eV. Its spin multiplicity is 2. Its expectation value of S² is 0.75. As for the HOMO-LUMO gap (alpha / beta): 1.3246 / 8.4233 eV. The total charge is -1.

Atom charges from the Löwdin analysis, given in e for atoms 1 to 5: 0.12 0.08 -0.07 -0.22 0.10

No. 2
Molecular formula: C33H40N4NiP2S
Method: DFT, ωB97M-V/def2-TZVPD

The geometry in XYZ format:
```
81
Properties=species:S:1:pos:R:3:forces:R:3
H -2.2420 4.0057 0.3262 0.1 -0.2 0.7
C -0.4160 -1.2842 1.6024 -1.3 -0.3 0.3
H -3.3611 4.6707 2.6578 0.2 -0.3 0.1
H 1.6901 -5.8573 2.0599 0.2 0.4 0.3
H -2.5937 -5.2578 2.0942 -0.1 -0.2 0.1
C 0.8713 6.5734 -0.1393 -0.3 -2.0 0.2
S 3.8249 -2.4225 -0.4737 0.4 0.8 -1.8
H -4.5682 -1.5018 -2.1753 0.3 0.3 -0.1
C -1.0980 0.7598 -5.3696 -0.3 0.1 -0.1
H -1.3800 -1.3291 -0.2970 -0.2 -0.7 0.5
H -1.8991 3.4203 4.6393 0.2 -0.1 -0.5
C -2.4848 4.0363 2.5551 0.9 -0.6 -1.2
H -0.8441 -3.5600 -0.7924 0.3 -0.1 0.5
H -3.1103 -3.8327 3.7969 0.0 0.6 -0.1
C 3.5564 -0.1183 1.3134 -1.0 -0.6 -0.5
H 2.9586 -1.0816 1.2553 0.5 1.1 0.4
C -1.7032 3.3958 3.5657 0.7 -0.3 -0.8
C -0.5826 2.5144 -1.0089 -0.1 -0.4 -0.5
N -0.7370 2.9751 1.5328 0.5 -1.3 0.8
C -1.7580 -2.1890 3.5836 -1.0 -0.3 0.6
C 3.6750 -5.4242 2.8343 0.0 0.5 -0.5
H 3.0565 6.8900 0.1896 0.2 -0.1 0.0
H -2.1074 0.5570 -5.0755 -0.2 0.0 0.1
N 0.9777 4.3100 0.1490 1.1 -0.4 -0.2
C -4.0017 0.6138 -2.7757 1.5 0.2 0.4
H -1.8719 -1.8589 -2.0488 -0.4 0.6 -0.2
H 3.2912 0.3315 2.2952 0.1 0.0 -0.6
H -2.4784 2.2574 -3.0569 -0.1 -0.5 0.0
C 0.1344 5.3939 -0.1160 0.7 0.3 -0.1
C 4.8617 -4.6968 2.6194 -0.2 0.0 -0.1
C -2.4317 -0.9407 -2.2514 -0.6 0.4 -0.6
C 4.8947 -3.6974 1.6588 0.0 -0.3 -0.6
H 1.7167 -4.0059 0.4118 0.2 0.0 0.2
C 2.2478 4.8274 0.2790 0.2 1.3 -0.1
C 2.5738 -4.1783 1.0633 0.6 -0.6 -0.2
H 3.6167 -6.1336 3.6531 0.1 -0.2 -0.3
H -0.9084 5.2609 -0.2952 -0.1 0.1 0.0
H 3.0813 4.1751 0.4353 0.3 -0.2 0.2
H -1.3233 1.7424 -0.7197 0.3 0.4 -0.3
C -1.8987 3.7316 1.3228 -0.2 0.1 0.6
C -3.8097 -0.7408 -2.3528 1.4 0.0 -0.3
H 4.6452 -0.4412 1.3422 -1.3 0.8 -0.4
H -1.7778 -2.1139 4.6893 -0.8 0.2 -0.7
H -1.1511 3.4710 -1.1267 0.8 -0.9 0.4
C -1.1938 -3.4241 0.2426 1.8 0.0 0.2
H 1.4774 1.5230 -7.2860 -0.1 -0.1 0.3
C 0.7777 1.2379 -6.5045 0.3 -0.1 0.6
C -0.6371 1.2000 -6.6056 0.0 -0.4 1.3
H 0.5219 -1.8380 1.6231 0.0 -0.3 0.4
H 5.8019 -3.1298 1.4485 -0.2 -0.2 0.2
C -1.4216 -1.9625 0.6068 -0.7 0.7 -0.4
Ni 2.2598 0.8771 -0.3899 1.0 -0.5 2.0
C -1.8150 -4.5422 2.3774 0.0 0.0 0.5
H -0.3000 -5.2372 0.9151 -0.9 -0.2 -0.3
C 2.5566 -5.1936 2.0079 0.2 0.0 0.2
H 0.1473 2.1463 3.3094 0.0 0.1 0.0
H 0.4342 7.5299 -0.3407 0.1 0.3 0.0
H -1.2539 1.4717 -7.4582 0.2 -0.2 0.3
H 2.0617 0.7025 -4.7678 0.4 0.0 0.1
N -1.7558 0.2538 -2.5549 0.5 -0.9 0.8
N -0.0418 0.5291 -4.4890 1.4 -0.1 -0.4
C 2.2250 6.2123 0.1223 -0.4 -1.1 0.0
C -1.0813 -1.2139 2.9965 1.2 0.7 -1.2
H 1.1448 2.5217 -2.3519 -0.4 0.2 -0.2
H -1.0379 -0.2518 3.5170 0.9 -0.5 0.3
H -0.4174 2.7865 -3.2004 0.5 -0.9 0.6
H -3.4055 -3.0358 2.2780 0.8 0.3 0.4
C 1.1004 0.8290 -5.2225 0.0 0.1 -0.4
C -0.6515 2.7490 2.9023 -0.8 0.7 0.5
H -2.4318 -1.8460 1.0199 0.3 0.4 -0.3
C -2.5859 -3.3189 2.9712 0.6 -1.7 0.4
C -2.7376 1.2237 -2.8285 -0.7 -0.8 -0.1
C 0.0771 2.2140 -2.3741 0.5 -0.1 0.4
P 0.6578 2.5256 0.3750 -3.9 4.4 -0.2
P 0.1214 0.3570 -2.6465 -4.6 1.8 -3.1
H -0.0718 -0.2947 1.2443 -0.6 -0.1 0.1
H -1.2511 -5.0493 3.1692 0.0 0.2 0.0
C -1.0153 -4.4333 1.1288 -0.3 1.3 -0.9
H -4.9583 1.0522 -3.0387 0.3 0.2 0.2
C 3.7787 -3.4580 0.8094 -0.6 -1.2 1.8
H 5.7845 -4.9607 3.1436 -0.5 0.2 0.1
```
Forces are in eV/Å.

The HOMO energy (alpha / beta) comes out at -7.79 / -8.25 eV. Its spin multiplicity is 3. Its expectation value of S² is 2.04. As for the HOMO-LUMO gap (alpha / beta): 6.5841 / 6.6191 eV. The total charge is 0.

Atom charges from the Löwdin analysis, given in e for atoms 1 to 5: 0.09 -0.14 0.10 0.10 0.11

Energy relative to the best compared isomer or geometry (same formula, charge and spin) (eV)
0.000 0.346